Model a:
C12H18N | wB97M-V/def2-TZVPD

## Properties
**Kohn-Sham gap**: 9.9 eV
**E_LUMO**: -2.967 eV
**Total charge**: +1
**HOMO energy**: -12.831 eV

XYZ file:
```
31
Properties=species:S:1:pos:R:3:mulliken_charge:R:1
C 3.471 -0.164 0.047 -0.336
C 2.690 -0.345 1.177 -0.606
C 2.938 0.069 -1.184 -0.957
C 1.301 -0.225 1.057 -0.566
C 1.566 0.189 -1.363 -0.457
C 0.759 0.208 -0.174 0.420
C -1.546 1.503 0.163 -0.417
C -0.747 0.159 -0.280 0.837
C -0.835 2.695 0.630 -1.595
C -0.769 -2.247 -0.689 -1.752
C -2.077 -1.306 1.266 -1.091
C -1.537 -1.083 -0.161 0.556
N -1.151 1.219 -1.273 -0.291
H 4.430 -0.566 0.439 0.301
H 3.126 -0.504 2.166 0.407
H 3.618 0.029 -2.033 0.374
H 0.742 -0.310 1.976 0.357
H 1.100 0.306 -2.305 0.531
H -2.454 1.214 0.545 0.707
H -0.818 2.683 1.703 0.364
H -1.392 3.558 0.394 0.460
H 0.156 2.743 0.225 0.363
H -0.381 -2.000 -1.707 0.381
H -1.396 -3.087 -0.697 0.548
H 0.096 -2.623 -0.230 0.347
H -1.050 -1.269 1.910 0.192
H -2.289 -2.325 1.312 0.450
H -2.801 -0.602 1.658 0.378
H -2.409 -0.924 -0.862 0.324
H -1.900 1.059 -2.014 0.333
H -0.440 1.945 -1.696 0.440
```

=====

Model b:
C12H18N | wB97M-V/def2-TZVPD

## Properties
**Kohn-Sham gap**: 10.0 eV
**E_LUMO**: -2.761 eV
**Total charge**: +1
**HOMO energy**: -12.799 eV

XYZ file:
```
31
Properties=species:S:1:pos:R:3:mulliken_charge:R:1
C 1.303 1.364 -0.873 -1.472
C 0.015 1.438 -0.507 1.852
C 1.379 -1.275 0.087 -1.059
C -0.064 -1.241 0.706 -0.713
C 3.509 0.218 0.004 -0.763
C 2.241 1.069 0.206 -0.009
C -1.410 1.544 -0.707 -1.159
C -0.854 1.370 0.724 -0.991
C 2.313 -0.317 0.766 -0.139
C -1.325 -0.977 -0.202 0.002
C -1.284 -1.127 -1.738 -1.339
C -3.059 0.397 1.004 -0.886
N -1.818 0.430 0.228 0.345
H 1.688 1.593 -1.802 0.609
H 1.800 -2.190 0.262 0.530
H 1.361 -1.129 -0.986 0.397
H -0.075 -2.248 1.136 0.513
H -0.088 -0.398 1.424 0.335
H 3.740 -0.236 -0.998 0.257
H 4.367 0.506 0.698 0.281
H 2.472 1.830 0.996 0.436
H -2.183 2.285 -1.171 0.300
H -1.015 1.788 1.697 0.462
H 2.416 -0.564 1.833 0.365
H -2.127 -1.653 0.201 0.670
H -1.017 -0.195 -2.146 0.394
H -2.206 -1.483 -2.150 0.377
H -0.389 -1.794 -2.027 0.305
H -2.725 -0.280 1.897 0.312
H -3.294 1.432 1.219 0.403
H -3.672 -0.161 0.218 0.386
```

=====

What is the most stable structure shown above? It is model a.